ORCA calculation (wB97M-V/def2-TZVPD) on a cluster of 8 separate species, C22H63N5O10 in total in a non-equilibrium geometry.

Properties
- energy relative to the best compared isomer or geometry (same formula, charge and spin) (kcal per mole) = 36.2
- frontier orbital gap (eV) = 9.0
- multiplicity = 1
- DFT total energy (eV) = -51745.521

Last column: Mulliken charge in e.
Positions of all 100 atoms, in Å:
O -39.997 4.619 26.876  -0.44
H -39.961 4.908 27.722  0.36
H -40.524 3.777 26.792  0.22
H -38.974 4.603 26.401  0.47
C -40.838 1.545 27.173  0.88
O -39.863 1.872 26.393  -0.85
O -41.201 0.247 27.278  1.07
O -41.373 2.417 27.904  -1.19
H -40.740 -0.315 26.722  -0.26
C -44.873 1.519 26.169  -1.25
C -45.230 0.868 27.546  0.70
C -45.847 -0.355 27.459  -0.27
O -46.968 -0.346 26.676  -0.37
C -47.884 -1.417 26.607  -0.81
N -43.959 0.716 28.259  -0.52
H -44.132 2.504 26.288  0.11
H -45.757 1.860 25.738  0.58
H -44.451 0.974 25.322  0.21
H -45.805 1.588 28.243  0.14
H -46.063 -0.704 28.422  0.53
H -45.085 -1.101 27.084  -0.24
H -48.147 -1.808 27.646  0.28
H -47.541 -2.217 26.083  0.36
H -48.933 -1.203 26.301  0.28
H -43.247 1.486 28.312  0.17
H -43.477 0.028 27.901  -0.08
C -40.760 -3.823 30.499  -1.42
C -41.334 -2.669 29.517  1.36
C -42.749 -2.683 29.282  -0.74
O -43.108 -4.062 28.808  -0.40
C -44.411 -4.279 28.218  -0.89
N -41.076 -1.321 30.156  -0.68
H -39.730 -3.589 30.756  0.45
H -40.945 -4.863 30.118  0.27
H -41.201 -3.766 31.639  0.27
H -40.900 -2.642 28.429  -0.39
H -43.152 -2.012 28.477  -0.27
H -43.289 -2.712 30.119  0.94
H -45.052 -3.920 29.110  0.28
H -44.748 -5.400 27.954  0.25
H -44.742 -3.750 27.356  0.35
H -41.589 -0.662 29.573  0.19
H -41.659 -1.268 30.972  0.35
C -41.362 -4.833 24.023  -2.17
C -41.683 -4.306 25.330  1.34
C -42.452 -2.910 25.148  0.41
O -41.396 -2.113 24.678  -0.34
C -41.844 -0.830 24.141  -0.91
N -42.644 -5.279 25.953  -0.79
H -40.892 -4.059 23.498  0.42
H -42.176 -4.991 23.525  0.58
H -40.731 -5.626 23.991  0.52
H -40.889 -4.241 26.100  -0.09
H -42.712 -2.630 25.969  -0.63
H -43.242 -2.931 24.359  0.30
H -42.300 -0.170 24.885  0.08
H -42.144 -0.970 23.186  0.50
H -40.876 -0.411 24.054  0.35
H -42.127 -6.104 26.323  0.27
H -42.987 -4.889 26.717  0.28
C -37.227 3.625 24.782  -0.79
C -36.730 4.630 25.787  -0.12
C -36.998 6.034 25.306  -1.41
O -38.410 6.269 25.238  -0.24
C -38.766 7.591 24.824  -0.97
N -37.267 4.280 27.168  -0.61
H -37.058 4.002 23.807  0.57
H -38.179 3.310 25.016  0.15
H -36.555 2.624 24.863  0.02
H -35.553 4.362 25.681  0.32
H -36.504 6.366 24.545  0.90
H -36.837 6.658 26.073  0.58
H -39.759 7.645 24.858  0.31
H -38.140 7.767 23.789  0.21
H -38.364 8.231 25.439  0.49
H -36.442 4.613 27.691  0.38
H -37.095 3.147 27.212  0.57
C -35.428 0.449 26.383  -2.49
C -36.873 0.280 26.394  0.32
C -37.372 -0.936 27.003  0.51
O -36.750 -2.090 26.362  -0.37
C -37.396 -3.359 26.753  -0.67
N -37.383 1.412 27.334  -0.22
H -34.977 0.349 27.265  0.54
H -35.104 1.215 25.964  0.63
H -35.154 -0.453 25.929  0.55
H -37.353 0.636 25.416  0.27
H -38.509 -1.080 26.863  -0.33
H -36.964 -1.015 28.151  0.11
H -36.895 -3.518 27.763  0.32
H -36.819 -4.152 26.236  0.34
H -38.537 -3.352 26.907  0.14
H -36.994 1.229 28.382  0.29
H -38.453 1.436 27.437  -0.27
C -39.359 2.893 30.854  -0.73
O -39.827 3.635 29.785  -0.50
H -38.257 3.068 31.038  0.18
H -39.775 2.071 30.759  0.31
H -39.809 3.353 31.708  0.30
H -40.258 3.054 29.222  0.33